No. 1
DFT (the ωB97M-V functional and the def2-TZVPD basis) results for an isolated molecule of C6H12NOP.

Cartesian coordinates (Å):
C  -1.825  1.087  -1.709
C  -1.795  0.633  -0.275
P  -0.310  -0.485  -0.148
O  -0.389  -1.731  -0.928
C  1.159  0.635  -0.241
C  2.371  -0.281  -0.286
C  -0.269  -0.825  1.744
C  0.687  -1.806  2.142
N  1.352  -2.705  2.389
H  -1.236  2.139  -1.798
H  -1.490  0.279  -2.418
H  -2.745  1.420  -1.970
H  -2.715  0.173  -0.013
H  -1.882  1.583  0.355
H  1.279  1.400  -1.028
H  1.116  1.286  0.681
H  2.339  -0.805  -1.283
H  3.336  0.242  -0.306
H  2.348  -1.097  0.627
H  -0.081  0.165  2.373
H  -1.252  -1.309  2.091

- energy above the lowest of the compared OMol25 structures with the same formula, charge and spin (kcal/mol) = 8.1
- molar mass (g mol⁻¹) = 145.14
- orbital gap (eV) = 10.95
- electronic energy (Eh) = -707.1410
- HOMO (eV) = -10.456
- net charge = 0

Löwdin atomic charge list, values in e, 2 entries: C -0.182; C -0.333

No. 2
DFT (the ωB97M-V functional and the def2-TZVPD basis) results for C2H3CrLiO2 as an isolated structure.

Cartesian coordinates (Å):
H  0.147  2.856  -1.046
O  2.266  1.677  1.132
C  1.660  1.115  2.197
C  0.338  1.320  2.419
O  -0.368  1.882  1.401
Li  -0.772  1.067  -0.179
Cr  0.992  2.945  0.471
H  2.228  0.389  2.791
H  -0.209  0.818  3.224

- molar mass (g mol⁻¹) = 117.98
- orbital gap (spin up / spin down) (eV) = 6.38 / 6.62
- electronic energy (Eh) = -1280.4338
- 2S+1 = 5
- HOMO (spin up / spin down) (eV) = -6.918 / -7.179
- net charge = 0

Löwdin atomic charge list, values in e, 2 entries: H -0.133; O -0.336

No. 3
DFT (the ωB97M-V functional and the def2-TZVPD basis) results for a 8-piece molecular cluster, C42H81FN4O25P overall.

Cartesian coordinates (Å):
C  -0.058  -1.265  -3.249
C  0.975  -0.966  -4.444
O  0.963  -1.954  -5.505
C  0.744  0.557  -5.001
C  2.211  1.243  -4.951
C  2.843  1.656  -3.573
N  4.173  2.236  -3.478
C  4.664  2.540  -2.076
C  5.400  1.286  -1.398
F  6.500  0.839  -2.221
C  4.981  2.472  -4.654
C  4.458  2.105  -6.061
C  5.467  2.372  -7.299
C  6.159  0.921  -7.608
N  5.554  0.347  -8.853
N  5.817  -0.006  -6.484
N  7.656  1.011  -7.673
C  3.028  1.468  -6.252
C  2.528  1.063  -7.720
O  2.404  -0.179  -7.929
O  2.292  2.091  -8.711
P  0.643  2.699  -8.568
C  -0.448  1.190  -9.008
O  0.346  3.134  -6.922
H  0.449  -2.009  -2.537
H  -0.178  -0.270  -2.671
H  -1.038  -1.644  -3.692
H  2.032  -1.016  -3.973
H  1.892  -2.285  -5.566
H  0.004  1.151  -4.368
H  0.316  0.540  -6.068
H  2.206  1.453  -2.647
H  3.750  2.908  -1.503
H  5.454  3.366  -2.207
H  5.862  1.597  -0.390
H  4.718  0.398  -1.181
H  6.009  2.931  -4.493
H  6.238  3.143  -6.961
H  4.928  2.741  -8.233
H  5.812  -0.658  -8.905
H  6.014  0.819  -9.648
H  5.715  -0.982  -6.789
H  6.449  0.094  -5.681
H  7.972  1.248  -6.709
H  8.067  0.087  -7.904
H  -0.105  0.359  -8.303
H  -1.532  1.490  -8.817
H  -0.304  0.936  -10.118
H  -0.630  3.315  -6.881
C  -3.764  -5.163  1.179
C  -3.061  -3.987  0.529
O  -2.423  -4.380  -0.693
C  -3.239  -4.530  -1.750
O  -4.434  -4.356  -1.757
O  -2.496  -4.930  -2.797
C  -3.260  -5.223  -3.966
H  -3.073  -5.999  1.312
H  -4.170  -4.879  2.153
H  -4.586  -5.526  0.559
H  -2.271  -3.626  1.192
H  -3.744  -3.151  0.357
H  -3.906  -4.386  -4.240
H  -3.851  -6.128  -3.805
H  -2.563  -5.404  -4.785
C  6.729  -3.408  2.044
C  6.692  -1.973  1.552
O  5.424  -1.366  1.830
C  5.232  -0.976  3.103
O  6.023  -1.085  4.006
O  3.993  -0.462  3.199
C  3.622  -0.097  4.529
H  5.889  -3.975  1.637
H  7.662  -3.893  1.749
H  6.647  -3.455  3.132
H  6.814  -1.962  0.466
H  7.508  -1.379  1.974
H  4.359  0.572  4.979
H  3.494  -0.995  5.138
H  2.667  0.427  4.481
C  -8.599  -3.339  5.975
C  -7.894  -2.166  5.320
O  -7.256  -2.564  4.100
C  -8.071  -2.717  3.043
O  -9.265  -2.543  3.034
O  -7.327  -3.121  1.998
C  -8.089  -3.418  0.829
H  -7.908  -4.175  6.111
H  -9.005  -3.051  6.948
H  -9.421  -3.704  5.355
H  -7.104  -1.804  5.983
H  -8.576  -1.330  5.146
H  -8.734  -2.582  0.551
H  -8.681  -4.322  0.993
H  -7.391  -3.603  0.012
C  -10.898  -2.187  12.088
C  -12.144  -2.569  11.311
O  -12.622  -1.468  10.530
C  -11.942  -1.221  9.399
O  -10.990  -1.840  8.991
O  -12.493  -0.146  8.808
C  -11.800  0.286  7.639
H  -11.079  -1.290  12.686
H  -10.591  -2.999  12.750
H  -10.067  -1.959  11.417
H  -12.941  -2.827  12.012
H  -11.974  -3.446  10.680
H  -11.674  -0.532  6.926
H  -10.831  0.707  7.917
H  -12.396  1.067  7.166
C  1.769  7.012  4.574
C  2.678  6.275  5.540
O  2.901  4.926  5.108
C  3.778  4.777  4.104
O  4.387  5.660  3.551
O  3.846  3.467  3.801
C  4.674  3.180  2.677
H  0.840  6.456  4.421
H  1.529  8.007  4.954
H  2.238  7.123  3.594
H  2.194  6.217  6.517
H  3.627  6.799  5.682
H  5.672  3.607  2.797
H  4.202  3.555  1.765
H  4.769  2.096  2.598
C  4.493  3.723  10.242
C  4.460  5.156  9.745
O  3.194  5.767  10.021
C  3.006  6.160  11.293
O  3.798  6.051  12.196
O  1.769  6.676  11.390
C  1.402  7.045  12.719
H  3.650  3.157  9.837
H  5.424  3.235  9.949
H  4.411  3.680  11.330
H  4.582  5.164  8.658
H  5.277  5.750  10.164
H  2.141  7.712  13.165
H  1.274  6.148  13.330
H  0.447  7.570  12.669
C  0.165  -3.578  -10.089
C  0.865  -2.404  -10.747
O  1.501  -2.806  -11.965
C  0.682  -2.968  -13.019
O  -0.513  -2.798  -13.025
O  1.424  -3.376  -14.063
C  0.659  -3.681  -15.228
H  0.860  -4.411  -9.951
H  -0.242  -3.290  -9.117
H  -0.655  -3.948  -10.708
H  1.653  -2.035  -10.085
H  0.178  -1.571  -10.924
H  0.011  -2.849  -15.509
H  0.070  -4.586  -15.058
H  1.355  -3.868  -16.046

- molar mass (g mol⁻¹) = 1092.09
- orbital gap (eV) = 6.92
- electronic energy (Eh) = -4189.8624
- HOMO (eV) = -11.261
- net charge = +1

Löwdin atomic charge list, values in e, 2 entries: C -0.049; C -0.392

No. 4
DFT (the ωB97M-V functional and the def2-TZVPD basis) results for a 2-piece molecular cluster, C3H8O2S2 overall.

Cartesian coordinates (Å):
O  2.000  -0.414  1.535
C  1.613  0.617  0.907
C  0.374  0.860  0.105
C  -0.789  1.002  1.118
S  -2.495  0.811  0.448
S  -2.435  -1.209  -0.015
H  2.136  1.562  1.240
H  0.193  -0.102  -0.413
H  0.266  1.719  -0.639
H  -0.906  1.987  1.711
H  -0.627  0.306  1.988
H  -3.295  -1.248  -1.187
O  1.672  -1.950  -2.348
H  0.986  -1.578  -2.880
H  1.307  -2.364  -1.569

- energy above the lowest of the compared OMol25 structures with the same formula, charge and spin (kcal/mol) = 48.9
- molar mass (g mol⁻¹) = 140.23
- orbital gap (eV) = 9.00
- electronic energy (Eh) = -1065.9040
- HOMO (eV) = -8.773
- net charge = 0

Löwdin atomic charge list, values in e, 2 entries: O 0.004; C -0.238

Which of these has the highest molar mass?
C42H81FN4O25P

What did the first record say?
DFT (the ωB97M-V functional and the def2-TZVPD basis) results for an isolated molecule of C6H12NOP.

Cartesian coordinates (Å):
C  -1.825  1.087  -1.709
C  -1.795  0.633  -0.275
P  -0.310  -0.485  -0.148
O  -0.389  -1.731  -0.928
C  1.159  0.635  -0.241
C  2.371  -0.281  -0.286
C  -0.269  -0.825  1.744
C  0.687  -1.806  2.142
N  1.352  -2.705  2.389
H  -1.236  2.139  -1.798
H  -1.490  0.279  -2.418
H  -2.745  1.420  -1.970
H  -2.715  0.173  -0.013
H  -1.882  1.583  0.355
H  1.279  1.400  -1.028
H  1.116  1.286  0.681
H  2.339  -0.805  -1.283
H  3.336  0.242  -0.306
H  2.348  -1.097  0.627
H  -0.081  0.165  2.373
H  -1.252  -1.309  2.091

- energy above the lowest of the compared OMol25 structures with the same formula, charge and spin (kcal/mol) = 8.1
- molar mass (g mol⁻¹) = 145.14
- orbital gap (eV) = 10.95
- electronic energy (Eh) = -707.1410
- HOMO (eV) = -10.456
- net charge = 0

Löwdin atomic charge list, values in e, 2 entries: C -0.182; C -0.333

The highest molar mass belongs to which entry?
C42H81FN4O25P